Record 1
{
  "formula": "CH4N2",
  "method": "the ωB97M-V functional and the def2-TZVPD basis",
  "species": ["H", "N", "C", "N", "H", "H", "H"],
  "positions_angstrom": [[1.30546, -1.00493, -1.24331], [0.48708, -0.41387, -1.23824], [0.31326, 0.04691, -0.06604], [-0.86126, 0.29105, 0.55726], [1.19736, 0.36093, 0.51961], [-1.63120, -0.19221, 0.13482], [-0.81071, 0.91211, 1.33591]],
  "smiles": "[H]/N=C/N",
  "multiplicity": 1,
  "relative_energy_kj_mol": 148.65,
  "e_homo_ev": -8.86,
  "energy_ha": -149.9865
}

Record 2
{
  "formula": "CH4N2",
  "method": "the ωB97M-V functional and the def2-TZVPD basis",
  "species": ["C", "N", "N", "H", "H", "H", "H"],
  "positions_angstrom": [[-0.27162, -1.02807, 0.33106], [-0.51025, 0.11612, -0.03524], [0.59295, 0.87068, -0.28909], [-1.16639, -1.56992, -0.04549], [0.61049, -1.64594, 0.42065], [1.32101, 0.63720, 0.57185], [0.28569, 1.83945, -0.66303]],
  "smiles": "C=NN",
  "multiplicity": 1,
  "relative_energy_kj_mol": 363.48,
  "e_homo_ev": -9.00,
  "energy_ha": -149.9047
}

Record 3
{
  "formula": "CH4N2O",
  "method": "the ωB97M-V functional and the def2-TZVPD basis",
  "species": ["H", "N", "C", "N", "O", "H", "H", "H"],
  "positions_angstrom": [[-1.23635, 0.89830, 1.17249], [-0.49424, 0.22913, 1.60990], [0.20225, -0.25838, 0.68360], [0.34877, -0.25584, -0.52232], [-0.43862, 0.56233, -1.40470], [1.15540, -0.67886, 1.13010], [1.30605, -0.45444, -0.68111], [-0.84326, -0.04224, -1.98797]],
  "smiles": "[H]/N=C\\NO",
  "multiplicity": 1,
  "relative_energy_kj_mol": 426.54,
  "e_homo_ev": -9.30,
  "energy_ha": -225.1295
}

Record 4
{
  "formula": "CH4N2O2",
  "method": "the ωB97M-V functional and the def2-TZVPD basis",
  "species": ["O", "N", "C", "N", "O", "H", "H", "H", "H"],
  "positions_angstrom": [[-2.41889, -0.31375, -0.37726], [-1.21572, 0.48323, -0.11911], [0.07013, -0.49980, -0.09664], [1.13225, 0.34494, -0.51211], [2.39497, -0.20843, -0.16663], [-1.40445, 0.66413, 0.88204], [-0.04570, -1.10150, -0.94863], [0.24722, -1.27547, 0.78899], [1.15351, 1.26287, -0.00396]],
  "smiles": "[O-]NCN[O-]",
  "multiplicity": 1,
  "relative_energy_kj_mol": 97.80,
  "charge": -2,
  "e_homo_ev": 2.53,
  "energy_ha": -300.1906
}

Record 5
{
  "formula": "CH4N2O2",
  "method": "the ωB97M-V functional and the def2-TZVPD basis",
  "species": ["C", "N", "N", "O", "O", "H", "H", "H", "H"],
  "positions_angstrom": [[-0.63269, 0.68855, -1.05182], [1.22268, -0.58941, 1.41068], [-0.88935, -0.03724, 0.13800], [0.94309, -0.02764, 2.36373], [2.11755, -1.29552, 1.15350], [0.43911, 0.18242, -1.33651], [-0.82079, 1.79614, -0.83714], [-1.41965, 0.35085, -1.76579], [-0.95995, -1.06815, -0.07465]],
  "multiplicity": 1,
  "relative_energy_kj_mol": 679.23,
  "e_homo_ev": [-8.57, -8.57],
  "energy_ha": -300.2289
}

Record 6
{
  "formula": "CH4N2O2",
  "method": "the ωB97M-V functional and the def2-TZVPD basis",
  "species": ["C", "N", "O", "N", "O", "H", "H", "H", "H"],
  "positions_angstrom": [[1.26344, -0.00780, 0.17206], [-0.05640, -0.09284, 0.75655], [-1.12970, -1.03914, 0.04621], [-1.87476, 0.15655, -0.29479], [-0.80948, 0.99554, 0.08843], [1.82060, -0.77339, 0.79125], [1.18179, -0.24283, -0.81311], [1.70668, 0.94482, 0.50387], [-2.10216, 0.05909, -1.25048]],
  "smiles": "CN1ONO1",
  "multiplicity": 1,
  "relative_energy_kj_mol": 743.05,
  "e_homo_ev": -8.64,
  "energy_ha": -300.2046
}